C17H22N4O5S in the gas phase at a distorted geometry. Source: the OMol25 dataset; level of theory: wB97M-V/def2-TZVPD.

Its HOMO energy is -9.32 eV. The value obtained for the HOMO-LUMO gap is 9.608 eV. Its structure (SMILES) is COCc1nnc(NC(=O)c2ccc(S(=O)(=O)N3CCCCCC3)cc2)o1. The calculation puts the energy relative to the best compared isomer or geometry (same formula, charge and spin) at 3.786 eV. As for the LUMO energy: 0.28 eV. For the largest force on an atom, the calculation gives 1.4 eV Å⁻¹.

Each atom is followed by the atoms it is bonded to, with distances in Å.
Element x y z (Å)
1 C -1.34977 1.26654 -3.64177  H2 1.088, H3 1.094, O4 1.412, H49 1.096
2 H -2.29860 1.03969 -4.12232  C1 1.088
3 H -1.30015 0.77891 -2.66355  C1 1.094
4 O -0.34867 0.77775 -4.50886  C1 1.412, C5 1.403
5 C 0.95964 0.97918 -4.04535  O4 1.403, C6 1.493, H47 1.092, H48 1.101
6 C 1.29765 0.07833 -2.90314  C5 1.493, N7 1.288, O46 1.362
7 N 0.77798 0.06609 -1.72428  C6 1.288, N8 1.352
8 N 1.34352 -0.94796 -1.03151  N7 1.352, C9 1.297
9 C 2.19328 -1.50892 -1.83468  N8 1.297, N10 1.358, O46 1.352
10 N 3.02006 -2.56530 -1.62098  C9 1.358, C11 1.393, H45 1.015
11 C 3.16558 -3.30350 -0.44885  N10 1.393, O12 1.201, C13 1.489
12 O 3.94100 -4.21928 -0.41238  C11 1.201
13 C 2.28838 -2.81293 0.64936  C11 1.489, C14 1.391, C18 1.390
14 C 0.99103 -3.30024 0.76420  C13 1.391, C15 1.382, H44 1.079
15 C 0.11973 -2.71012 1.66053  C14 1.382, C16 1.382, H43 1.078
16 C 0.55834 -1.65849 2.44204  C15 1.382, C17 1.382, S21 1.793
17 C 1.87130 -1.22940 2.39757  C16 1.382, C18 1.384, H20 1.079
18 C 2.74675 -1.81364 1.49951  C13 1.390, C17 1.384, H19 1.080
19 H 3.76919 -1.47414 1.43078  C18 1.080
20 H 2.18336 -0.43849 3.06123  C17 1.079
21 S -0.65498 -0.61781 3.25374  C16 1.793, O22 1.433, O23 1.433, N24 1.657
22 O -0.02412 0.12971 4.30050  S21 1.433
23 O -1.82101 -1.39113 3.56269  S21 1.433
24 N -1.04148 0.44090 2.03884  S21 1.657, C25 1.444, C33 1.445
25 C -1.84051 -0.08368 0.95685  N24 1.444, H26 1.090, C27 1.548, H42 1.097
26 H -2.33069 -0.96766 1.36429  C25 1.090
27 C -2.91363 0.92996 0.49115  C25 1.548, H28 1.091, C29 1.528, H41 1.091
28 H -3.89495 0.45894 0.55782  C27 1.091
29 C -2.91935 2.19255 1.35154  C27 1.528, C30 1.533, H39 1.090, H40 1.092
30 C -1.74967 3.13372 1.04011  C29 1.533, C31 1.528, H37 1.091, H38 1.093
31 C -0.45544 2.41105 0.67011  C30 1.528, H32 1.092, C33 1.526, H36 1.090
32 H 0.34368 3.14772 0.56059  C31 1.092
33 C 0.00163 1.38221 1.69966  N24 1.445, C31 1.526, H34 1.102, H35 1.092
34 H 0.87561 0.85409 1.28591  C33 1.102
35 H 0.29014 1.86324 2.63631  C33 1.092
36 H -0.56760 1.91037 -0.29141  C31 1.090
37 H -1.57310 3.77444 1.90561  C30 1.091
38 H -2.01950 3.78040 0.20078  C30 1.093
39 H -2.88341 1.89122 2.39795  C29 1.090
40 H -3.85528 2.73168 1.19021  C29 1.092
41 H -2.75058 1.20130 -0.55311  C27 1.091
42 H -1.19655 -0.38933 0.12262  C25 1.097
43 H -0.90167 -3.04209 1.75581  C15 1.078
44 H 0.66082 -4.10823 0.12936  C14 1.079
45 H 3.59430 -2.84827 -2.40809  N10 1.015
46 O 2.22139 -0.91150 -3.04766  C6 1.362, C9 1.352
47 H 1.62351 0.74790 -4.88130  C5 1.092
48 H 1.10476 2.02436 -3.73084  C5 1.101
49 H -1.25189 2.34987 -3.50759  C1 1.096